Record 1
Entry from OMol25: a 2-piece molecular cluster, C16H17NO overall in a non-equilibrium geometry (ωB97M-V with the def2-TZVPD basis set).

```
35
Properties=species:S:1:pos:R:3:forces:R:3
C -4.259812 0.328219 -0.560376 0.116 -1.658 -1.509
C -1.593004 0.003136 2.129287 -2.902 1.863 -1.887
C -2.228379 -0.380665 0.928323 -1.372 -0.375 -1.964
C -3.408291 0.437422 0.582045 3.741 0.589 2.796
C -3.391629 1.449673 1.605591 3.612 -2.665 2.549
C -0.581388 -0.721134 2.668317 -0.481 1.455 3.931
C -0.284329 -1.928834 2.165046 2.030 -1.377 -3.149
C -0.662800 -2.148629 0.797705 1.352 -2.907 1.237
C -1.688746 -1.464506 0.182167 1.249 -0.694 0.433
N -2.344580 1.194652 2.526934 -0.512 -0.431 -0.706
H -0.173769 -0.533746 3.672168 -0.197 0.561 -0.512
H 0.511610 -2.530103 2.676450 -1.107 0.345 -0.698
H -2.112635 1.614490 3.463941 -0.938 -0.062 -1.648
H -0.147297 -3.056428 0.316323 -1.125 1.586 0.474
H -4.077757 2.171321 1.865930 -1.351 1.656 0.178
H -1.850872 -1.919519 -0.800392 -0.973 1.101 0.145
H -4.363456 1.170589 -1.178160 -1.219 2.306 0.383
H -5.202978 -0.200459 -0.287447 0.598 0.352 -0.758
H -3.654852 -0.088449 -1.387319 -0.442 -1.603 0.655
C 1.957842 -1.341857 -2.954156 0.572 0.040 -3.676
C 3.413828 -0.400653 -1.204248 0.392 -1.473 0.016
C 2.360724 -0.141648 -2.107106 -0.560 -0.736 0.531
C 3.732340 0.541889 -0.236677 1.074 -0.976 2.015
C 2.943370 1.720896 -0.090401 2.712 -0.206 1.008
C 1.663840 1.058943 -1.950520 -0.920 0.858 -1.666
C 2.032662 2.060982 -1.026194 -2.214 -0.310 -1.459
O 3.137280 2.633335 0.911063 1.229 0.140 1.261
H 3.903012 -1.490149 -1.219139 -0.839 2.807 -0.002
H 4.573174 0.226186 0.549919 -1.990 1.121 -1.707
H 1.354498 -2.072330 -2.469321 -0.133 -0.648 1.007
H 2.874048 -1.848381 -3.420617 -1.017 0.522 1.194
H 0.791789 1.349307 -2.640550 1.460 -0.789 0.910
H 3.952486 2.519568 1.485158 -1.405 -0.277 -1.413
H 1.467655 3.029796 -1.049796 0.811 -1.068 0.373
H 1.356400 -1.242928 -3.943964 0.749 0.955 1.659
```
Forces are in eV/Å.

Computed properties:
Kohn-Sham gap (alpha / beta)   6.939 / 3.569 eV
DFT total energy   -20395.23720 eV
Charge   +1
<S²>   0.770
Multiplicity   2

In the Löwdin picture, each atom carries the following charge in e: -0.02 -0.15 -0.11 -0.11 0.11 -0.03 -0.02 -0.05 0.02 0.14 0.14 0.15 0.20 0.14 0.12 0.13 0.09 0.14 0.11 -0.09 -0.08 -0.30 -0.03 -0.36 -0.06 -0.04 0.01 0.16 0.15 0.04 0.10 0.13 0.14 0.14 0.10

Record 2
Entry from OMol25: a 2-piece molecular cluster, C16H17NO overall in a non-equilibrium geometry (ωB97M-V with the def2-TZVPD basis set).

```
35
Properties=species:S:1:pos:R:3:forces:R:3
C -1.525400 0.145956 3.432287 0.702 0.276 -0.451
C 0.382950 -1.067243 2.035896 -0.226 -0.319 2.176
C -0.318860 -0.711976 3.224338 0.340 0.605 0.013
C 1.657626 -1.560180 2.485235 -1.254 -1.004 -2.386
C 0.511183 -1.099398 4.318904 -0.435 -0.901 -0.113
C 0.887096 -1.532218 -0.189430 -0.318 -1.548 -1.021
C 2.093090 -2.158060 0.213554 -1.131 1.685 -0.723
C -0.063443 -1.113552 0.704950 1.250 0.790 1.047
C 2.516580 -2.077313 1.527902 0.987 0.155 1.270
N 1.611772 -1.701808 3.874457 0.463 1.284 0.472
H 0.625363 -1.582221 -1.239601 0.062 0.079 -0.012
H 2.682516 -2.587829 -0.582808 0.343 -0.039 0.251
H -1.060601 -0.760804 0.517311 -0.092 0.040 -0.617
H 3.547856 -2.302685 1.777734 -0.160 -0.580 0.086
H -2.429067 -0.418169 3.605700 -0.350 -0.226 -0.064
H -1.624955 0.798637 2.563288 -0.343 -0.151 0.006
H 0.200069 -1.091979 5.353029 0.381 0.157 0.112
H 2.393011 -1.976731 4.460763 -0.191 -0.051 -0.146
H -1.368470 0.807714 4.287838 -0.023 -0.187 0.043
C -2.368561 -0.065651 -4.485044 0.514 0.537 -1.540
C -1.869195 0.788087 -2.214643 -0.647 0.725 0.987
C -1.651290 0.910291 -3.599098 0.088 -0.610 0.698
C -1.256242 1.604728 -1.275260 2.231 0.436 -1.652
C -0.709552 1.833390 -4.025185 -0.431 0.378 0.692
C -0.071689 2.260318 -1.739831 -1.342 -0.647 0.812
C 0.119177 2.463415 -3.084397 -0.129 0.256 -0.776
O 0.777219 2.606437 -0.736851 -0.627 0.176 0.530
H -2.604034 0.104256 -1.801715 -0.329 -0.035 -0.502
H -1.480812 1.829533 -0.244734 -0.335 -0.811 0.251
H -2.171902 -1.073596 -4.126525 -0.531 -0.095 0.022
H -1.946191 -0.019878 -5.499564 0.215 -0.094 0.247
H -0.679607 2.184705 -5.048211 0.268 -0.455 -0.166
H 0.827369 3.185544 -3.471251 0.342 -0.117 0.261
H 1.586865 2.962930 -1.062825 0.851 0.551 -0.548
H -3.413849 0.163413 -4.704721 -0.141 -0.260 0.742
```
Forces are in eV/Å.

Computed properties:
Kohn-Sham gap (alpha / beta)   6.945 / 3.701 eV
DFT total energy   -20397.16447 eV
Charge   +1
<S²>   0.773
Multiplicity   2

In the Löwdin picture, each atom carries the following charge in e: 0.00 -0.11 -0.11 -0.15 0.05 -0.03 0.00 0.04 0.02 0.15 0.12 0.12 0.12 0.13 0.10 0.09 0.16 0.19 0.10 -0.06 -0.06 -0.29 -0.02 -0.04 -0.33 -0.03 0.05 0.11 0.11 0.08 0.08 0.12 0.12 0.09 0.08

Record 3
Entry from OMol25: one molecule with the formula C16H17NO5 (ωB97M-V with the def2-TZVPD basis set).

```
39
Properties=species:S:1:pos:R:3:forces:R:3
C 2.248659 3.068440 3.451261 -0.033 -0.240 -0.062
C 1.425017 1.903326 2.916234 -0.062 0.140 0.061
C -0.019201 2.314289 2.638934 0.171 -0.155 -0.060
C -0.183289 3.310384 1.518661 -0.317 0.061 0.365
O -1.063841 4.127117 1.454663 -0.055 0.046 0.009
O 0.742943 3.148307 0.561901 0.399 -0.173 -0.103
C 0.557221 3.855551 -0.658130 -0.332 0.153 -0.393
C 0.824823 2.895048 -1.818592 0.296 0.094 0.165
N 0.156418 1.636392 -1.587367 -0.240 0.278 -0.003
C 0.832122 0.473933 -1.640515 -0.282 0.070 -0.024
O 1.955620 0.362550 -2.096295 0.240 -0.136 -0.080
C 0.092597 -0.733456 -1.139059 0.342 -0.603 -0.104
C 0.560349 -1.956703 -1.493019 -0.181 0.681 0.111
C -0.058350 -3.150034 -1.019023 -0.491 -0.086 0.376
C 0.364034 -4.440458 -1.363188 -0.133 0.148 0.106
C -0.287958 -5.539905 -0.856245 0.059 -0.116 -0.048
C -1.373104 -5.378104 0.004136 0.058 0.118 -0.043
C -1.808581 -4.119457 0.359909 0.005 0.318 0.001
C -1.152852 -3.001258 -0.150963 0.479 -0.747 -0.382
O -1.599224 -1.778737 0.215044 -0.233 0.009 0.185
C -1.048180 -0.620735 -0.236477 -0.067 0.558 0.008
O -1.541926 0.414639 0.158298 0.020 -0.385 -0.048
H 1.813572 3.453464 4.371228 -0.010 0.078 0.105
H 2.282351 3.875476 2.723713 0.054 0.142 -0.054
H 3.267808 2.750950 3.658772 0.112 0.063 0.037
H 1.422383 1.093858 3.649641 -0.006 -0.038 -0.062
H 1.876703 1.526156 1.997910 -0.008 -0.095 0.053
H -0.487248 2.732185 3.531615 -0.037 0.021 -0.094
H -0.605828 1.443053 2.330653 -0.047 0.046 0.028
H -0.471338 4.234216 -0.685546 0.237 -0.013 -0.020
H 1.249381 4.702560 -0.694541 -0.122 -0.086 -0.003
H 0.476379 3.352043 -2.751152 0.136 0.041 0.088
H 1.892545 2.675139 -1.907557 -0.165 0.093 -0.063
H -0.718329 1.655757 -1.074222 0.156 -0.210 -0.034
H 1.421290 -2.015649 -2.144882 0.084 0.072 -0.035
H 1.205924 -4.550866 -2.029440 0.095 -0.021 -0.074
H 0.038744 -6.533102 -1.122818 0.035 -0.077 -0.028
H -1.878378 -6.247005 0.396829 -0.055 -0.063 0.043
H -2.645416 -3.975377 1.024171 -0.099 0.015 0.078
```
Forces are in eV/Å.

Computed properties:
Kohn-Sham gap   8.652 eV
DFT total energy   -28596.75900 eV
Multiplicity   1
Structure (SMILES)   CCCC(=O)OCCNC(=O)c1cc2ccccc2oc1=O

In the Löwdin picture, each atom carries the following charge in e: -0.10 -0.25 -0.10 -0.50 0.11 -0.01 -0.13 -0.13 0.09 -0.44 0.06 -0.01 0.09 -0.14 -0.02 -0.08 -0.06 0.01 -0.18 0.15 -0.37 0.11 0.08 0.07 0.07 0.11 0.11 0.13 0.11 0.13 0.13 0.13 0.12 0.12 0.14 0.12 0.11 0.11 0.12

Q: Which energy above the lowest of the compared OMol25 structures with the same formula, charge and spin values were calculated for the entries above? A: 62.4 17.9 9.0, in kcal per mole.
Q: Which M values were calculated for the entries above? A: 239.32 239.32 303.31, in g/mol.